The following is a DFT calculation (ωB97M-V with the def2-TZVPD basis set) of a structure of composition C35H31BrClN2O8RbS2 in a non-equilibrium geometry.

Element x y z (Å)
Rb  -0.088  0.213  -0.407
Br  -2.600  -7.853  -0.540
C  -1.575  -6.351  -1.108
C  -0.519  -6.547  -1.979
C  0.225  -5.452  -2.394
C  -0.089  -4.172  -1.939
C  -1.181  -3.996  -1.091
C  -1.917  -5.085  -0.659
N  0.598  -3.011  -2.330
C  1.858  -3.016  -2.441
C  2.600  -1.790  -2.802
C  3.955  -1.845  -3.100
C  4.622  -0.654  -3.356
C  3.919  0.536  -3.293
C  2.562  0.493  -2.979
N  1.926  -0.647  -2.745
H  -0.285  -7.540  -2.336
H  1.035  -5.592  -3.099
H  -1.440  -2.989  -0.783
H  -2.752  -4.944  0.013
H  2.468  -3.901  -2.219
H  4.478  -2.794  -3.102
H  5.683  -0.656  -3.570
H  4.408  1.489  -3.442
H  1.971  1.400  -2.856
O  -0.181  2.500  0.818
S  -0.613  3.145  -0.472
O  -0.313  4.583  -0.431
O  0.159  2.479  -1.572
O  -2.058  2.871  -0.657
O  -2.528  -1.075  -0.165
S  -3.188  -1.795  0.961
C  -4.886  -1.063  1.135
C  -5.080  0.014  0.112
C  -4.829  1.342  0.434
C  -4.846  2.319  -0.550
C  -5.158  1.978  -1.856
C  -5.445  0.660  -2.179
C  -5.392  -0.321  -1.202
C  -2.383  -1.236  2.519
C  -2.778  0.094  3.086
C  -2.215  1.274  2.612
C  -2.618  2.498  3.132
C  -3.581  2.556  4.128
C  -4.138  1.380  4.619
C  -3.734  0.159  4.102
H  -4.982  -0.676  2.147
H  -5.577  -1.894  0.995
H  -4.545  1.604  1.445
H  -4.543  3.327  -0.309
H  -5.125  2.734  -2.629
H  -5.663  0.386  -3.205
H  -5.557  -1.360  -1.466
H  -1.322  -1.268  2.255
H  -2.575  -2.046  3.228
H  -1.461  1.327  1.834
H  -2.161  3.389  2.719
H  -3.896  3.513  4.528
H  -4.882  1.414  5.407
H  -4.161  -0.760  4.495
C  6.931  2.163  0.837
C  5.549  2.727  0.674
C  5.314  4.090  0.671
C  4.022  4.577  0.525
Cl  3.789  6.318  0.522
C  2.940  3.731  0.396
C  3.168  2.357  0.406
C  4.460  1.854  0.528
O  4.797  0.538  0.499
C  3.751  -0.409  0.328
C  2.900  -0.729  1.583
O  3.492  -0.764  2.669
O  1.701  -1.001  1.311
H  7.649  2.959  1.040
H  7.250  1.627  -0.062
H  6.959  1.440  1.654
H  6.140  4.781  0.787
H  1.926  4.103  0.281
H  2.300  1.715  0.342
H  4.258  -1.331  0.036
H  3.099  -0.098  -0.485

HOMO   -2.2 eV
Strongest force on any atom   1.40 eV Å⁻¹
Kohn-Sham gap   0.201 hartree
DFT total energy   -5918.560477 Eh
LUMO   0.120 hartree
Net charge   -2
Energy above the lowest of the compared OMol25 structures with the same formula, charge and spin   7.7 kJ/mol